a:
A 4-piece molecular cluster, C9H18ClN5O7 overall, computed with ωB97M-V with the def2-TZVPD basis set.

Structure (XYZ):
```
40
Properties=species:S:1:pos:R:3:lowdin_charge:R:1
H 5.614 -2.457 -1.143 0.049
N 4.704 -2.138 -1.461 0.112
C 4.436 -1.006 -0.946 -0.252
C 3.132 -0.331 -1.240 -0.113
C 1.974 -1.287 -0.872 -0.252
C 1.387 -1.994 -2.082 -0.163
C 0.122 -2.630 -1.463 -0.700
Cl -1.096 -2.802 -2.777 0.595
N -0.299 -1.737 -0.400 0.049
C 0.734 -0.721 -0.236 -0.377
O 0.558 0.332 0.344 0.104
H 5.144 -0.543 -0.271 0.085
H 3.077 -0.150 -2.309 0.118
H 3.069 0.625 -0.729 0.113
H 2.396 -1.964 -0.129 0.141
H 2.116 -2.681 -2.485 0.119
H 1.035 -1.244 -2.781 0.109
H 0.361 -3.632 -1.134 0.105
H -0.263 -2.308 0.438 0.133
C 4.902 -1.257 3.963 0.053
N 5.067 -1.284 2.484 -0.435
O 6.047 -0.747 2.018 0.074
O 4.204 -1.856 1.851 0.058
H 5.742 -0.722 4.391 0.095
H 3.964 -0.754 4.175 0.102
H 4.874 -2.287 4.304 0.102
C -2.205 2.030 0.739 0.039
N -3.293 3.038 0.613 -0.444
O -4.434 2.635 0.508 0.050
O -2.969 4.203 0.623 0.073
H -2.645 1.042 0.714 0.094
H -1.524 2.176 -0.092 0.094
H -1.701 2.212 1.683 0.102
C -7.138 3.130 -0.929 0.036
N -8.521 2.585 -0.850 -0.458
O -8.915 2.194 0.227 0.066
O -9.165 2.569 -1.876 0.056
H -6.688 3.083 0.051 0.066
H -6.589 2.522 -1.641 0.100
H -7.215 4.156 -1.277 0.102
```

LUMO level in eV: -0.429
Highest occupied orbital energy in eV: -10.208
Structure (SMILES): [H]/N=C/C[C@@H]1C[C@H](Cl)NC1=O.C[N+](=O)[O-].C[N+](=O)[O-].C[N+](=O)[O-]

b:
A 4-piece molecular cluster, C9H18ClN5O7 overall, computed with ωB97M-V with the def2-TZVPD basis set.

Structure (XYZ):
```
40
Properties=species:S:1:pos:R:3:lowdin_charge:R:1
H -3.296 -2.793 4.528 0.053
N -3.167 -2.513 3.557 0.113
C -1.984 -2.732 3.184 -0.255
C -1.558 -2.351 1.795 -0.123
C -1.811 -0.872 1.533 -0.247
C -3.077 -0.509 0.761 -0.156
C -2.815 0.939 0.361 -0.698
Cl -3.639 1.330 -1.187 0.597
N -1.366 1.062 0.214 0.052
C -0.772 -0.140 0.724 -0.413
O 0.371 -0.442 0.508 0.106
H -1.234 -3.164 3.850 0.095
H -2.152 -2.939 1.093 0.124
H -0.508 -2.591 1.628 0.113
H -1.823 -0.345 2.496 0.150
H -3.981 -0.653 1.343 0.123
H -3.098 -1.103 -0.154 0.115
H -3.216 1.658 1.070 0.104
H -1.006 1.841 0.753 0.138
C 1.346 -0.383 6.231 0.052
N 0.264 -1.207 5.624 -0.438
O 0.218 -2.386 5.904 0.071
O -0.511 -0.639 4.881 0.055
H 1.947 -1.026 6.862 0.095
H 1.922 0.039 5.413 0.102
H 0.864 0.408 6.797 0.101
C 2.154 0.397 -1.966 0.035
N 2.904 0.403 -3.252 -0.443
O 2.729 1.337 -4.011 0.050
O 3.648 -0.530 -3.463 0.070
H 1.536 1.284 -1.926 0.093
H 1.555 -0.507 -1.938 0.093
H 2.887 0.375 -1.166 0.102
C 2.433 2.131 -7.077 0.037
N 2.326 3.382 -7.878 -0.456
O 2.897 4.371 -7.468 0.065
O 1.668 3.327 -8.897 0.054
H 3.043 2.325 -6.205 0.070
H 1.424 1.840 -6.801 0.100
H 2.876 1.378 -7.722 0.101
```

LUMO level in eV: -0.369
Highest occupied orbital energy in eV: -10.189
Structure (SMILES): [H]/N=C/C[C@@H]1C[C@H](Cl)NC1=O.C[N+](=O)[O-].C[N+](=O)[O-].C[N+](=O)[O-]

We find b to be the most stable, with the next structure 39.7 kJ/mol higher.

a:
C21H32N4O3 in the gas phase, computed with ωB97M-V with the def2-TZVPD basis set.

Structure (XYZ):
```
60
Properties=species:S:1:pos:R:3:lowdin_charge:R:1
C 3.941 0.796 -5.340 -0.123
C 2.646 1.052 -4.599 -0.292
C 2.553 0.281 -3.306 -0.253
C 1.254 0.519 -2.576 -0.250
C 1.171 -0.234 -1.272 -0.209
C -0.151 -0.030 -0.583 -0.101
C -0.406 -0.415 0.637 -0.119
C -1.719 -0.263 1.292 -0.106
C -1.535 0.402 2.620 -0.475
O -0.463 0.893 2.923 0.060
N -2.582 0.351 3.487 -0.055
C -2.379 0.836 4.822 -0.143
C -3.301 1.973 5.191 -0.137
C -3.364 3.084 4.202 -0.186
C -4.682 3.674 3.833 -0.022
C -3.939 2.891 2.832 -0.321
C -3.318 3.687 1.745 -0.436
O -3.876 4.612 1.201 0.119
N -2.109 3.214 1.336 0.103
C -1.516 3.728 0.184 -0.093
C -2.195 3.220 -1.005 -0.401
N -2.018 3.547 -2.233 0.204
C -2.923 2.715 -2.930 -0.393
C -3.089 2.693 -4.387 -0.020
N -3.611 1.963 -2.142 0.171
O -3.109 2.321 -0.866 0.003
C -4.461 1.564 2.374 -0.064
C -3.938 0.285 3.032 -0.137
H 3.989 1.368 -6.268 0.068
H 4.802 1.077 -4.730 0.072
H 4.042 -0.262 -5.594 0.072
H 2.551 2.125 -4.386 0.113
H 1.796 0.786 -5.240 0.111
H 2.664 -0.793 -3.514 0.121
H 3.394 0.562 -2.657 0.122
H 1.140 1.595 -2.379 0.121
H 0.412 0.228 -3.218 0.120
H 1.317 -1.306 -1.467 0.123
H 1.983 0.079 -0.608 0.123
H -0.944 0.448 -1.166 0.109
H 0.378 -0.879 1.235 0.130
H -2.391 0.337 0.663 0.113
H -2.196 -1.243 1.444 0.136
H -2.560 -0.002 5.515 0.135
H -1.345 1.120 4.919 0.117
H -4.309 1.589 5.376 0.117
H -2.949 2.374 6.144 0.126
H -2.568 3.795 4.301 0.149
H -5.568 3.232 4.248 0.117
H -4.760 4.728 3.671 0.112
H -1.623 2.500 1.846 0.117
H -1.567 4.813 0.163 0.144
H -0.469 3.430 0.167 0.149
H -3.664 1.830 -4.699 0.080
H -3.579 3.605 -4.725 0.087
H -2.102 2.653 -4.858 0.085
H -5.552 1.567 2.456 0.132
H -4.255 1.498 1.302 0.109
H -4.030 -0.531 2.307 0.121
H -4.549 -0.020 3.877 0.126
```

LUMO level in eV: 0.787
Highest occupied orbital energy in eV: -9.398
Structure (SMILES): CCCCC/C=C/CC(=O)N1CC[C@@H]2C[C@]2(C(=O)NCc2nc(C)no2)CC1

b:
C21H32N4O3 in the gas phase, computed with ωB97M-V with the def2-TZVPD basis set.

Structure (XYZ):
```
60
Properties=species:S:1:pos:R:3:lowdin_charge:R:1
C 2.458 3.076 5.239 -0.122
C 2.001 1.814 4.521 -0.282
C 1.209 2.111 3.255 -0.242
C 0.751 0.857 2.524 -0.218
C -0.047 1.168 1.258 -0.207
C -0.433 -0.067 0.509 -0.114
C -1.666 -0.538 0.407 -0.094
C -1.999 -1.808 -0.307 -0.102
C -3.142 -1.623 -1.296 -0.438
O -3.819 -0.611 -1.298 0.063
N -3.400 -2.662 -2.141 -0.046
C -4.510 -2.522 -3.082 -0.128
C -4.246 -3.264 -4.382 -0.139
C -2.978 -2.826 -5.065 -0.190
C -2.040 -3.804 -5.669 -0.023
C -1.595 -3.035 -4.440 -0.254
C -0.687 -1.893 -4.808 -0.415
O -0.736 -1.383 -5.915 0.066
N 0.200 -1.426 -3.886 0.095
C 1.073 -0.330 -4.247 -0.074
C 1.654 0.313 -3.040 -0.338
N 1.877 1.562 -2.823 0.210
C 2.492 1.541 -1.585 -0.408
C 2.960 2.766 -0.891 -0.018
N 2.617 0.356 -1.074 0.146
O 2.056 -0.481 -2.047 0.014
C -1.392 -3.780 -3.129 -0.079
C -2.610 -3.875 -2.194 -0.141
H 3.022 2.844 6.143 0.066
H 3.097 3.682 4.593 0.070
H 1.603 3.691 5.527 0.071
H 2.870 1.199 4.264 0.108
H 1.387 1.207 5.193 0.108
H 0.337 2.724 3.509 0.118
H 1.823 2.720 2.580 0.110
H 1.623 0.250 2.258 0.116
H 0.137 0.242 3.190 0.118
H -0.944 1.736 1.520 0.119
H 0.560 1.812 0.614 0.092
H 0.388 -0.628 0.064 0.095
H -2.500 0.014 0.827 0.116
H -1.109 -2.183 -0.817 0.098
H -2.295 -2.588 0.405 0.130
H -5.439 -2.877 -2.623 0.131
H -4.634 -1.457 -3.268 0.123
H -4.243 -4.344 -4.228 0.107
H -5.085 -3.069 -5.054 0.124
H -3.037 -1.878 -5.584 0.145
H -2.254 -4.852 -5.497 0.118
H -1.558 -3.550 -6.601 0.113
H 0.311 -1.848 -2.984 0.106
H 1.894 -0.677 -4.883 0.145
H 0.518 0.414 -4.813 0.137
H 3.485 2.503 0.024 0.080
H 3.619 3.333 -1.547 0.084
H 2.105 3.398 -0.647 0.082
H -1.022 -4.791 -3.321 0.125
H -0.600 -3.302 -2.553 0.084
H -2.269 -4.147 -1.196 0.117
H -3.265 -4.686 -2.507 0.119
```

LUMO level in eV: 0.643
Highest occupied orbital energy in eV: -9.156
Structure (SMILES): CCCCC/C=C/CC(=O)N1CC[C@@H]2C[C@]2(C(=O)NCc2nc(C)no2)CC1

We find b to be the most stable, with the next structure 36.2 kJ/mol higher.

a:
C12H16N2O in the gas phase, computed with ωB97M-V with the def2-TZVPD basis set.

Structure (XYZ):
```
31
Properties=species:S:1:pos:R:3:lowdin_charge:R:1
O -2.674 2.578 1.083 -0.117
C -3.915 2.202 0.675 -0.330
C -3.623 1.084 -0.315 -0.132
C -2.367 1.503 -1.156 -0.166
N -1.069 1.418 -0.450 0.034
C -0.290 0.395 -0.336 -0.473
N 0.471 0.306 0.684 0.124
C 1.634 -0.562 0.547 -0.136
C 2.347 -0.770 1.779 -0.050
C 3.261 -1.807 1.735 -0.144
C 3.637 -2.508 0.569 -0.122
C 3.021 -2.186 -0.668 -0.071
C 1.799 -1.494 -0.634 -0.174
C 1.007 -1.118 -1.828 -0.164
C -0.440 -0.678 -1.352 -0.126
H -2.700 3.300 1.850 0.193
H -4.527 2.928 0.197 0.096
H -4.632 1.939 1.503 0.132
H -3.271 0.393 0.360 0.075
H -4.451 0.562 -0.874 0.137
H -2.427 2.610 -1.688 0.169
H -2.244 0.946 -2.095 0.086
H -1.064 2.132 0.392 0.175
H 2.213 -0.141 2.634 0.094
H 3.916 -1.910 2.682 0.119
H 4.746 -3.037 0.490 0.147
H 3.293 -2.797 -1.467 0.078
H 0.822 -1.936 -2.581 0.115
H 1.317 -0.143 -2.574 0.182
H -1.023 -1.549 -0.886 0.157
H -0.811 -0.357 -2.332 0.092
```

LUMO level in eV: 0.453
Highest occupied orbital energy in eV: -7.157
Structure (SMILES): OCCCNC1=Nc2ccccc2CC1

b:
A 2-piece molecular cluster, C12H16N2O overall, computed with ωB97M-V with the def2-TZVPD basis set.

Structure (XYZ):
```
31
Properties=species:S:1:pos:R:3:lowdin_charge:R:1
C 3.289 -0.280 1.760 -0.109
C 2.295 -0.233 2.830 -0.283
C 0.880 -0.391 2.451 -0.333
C 0.124 -1.538 2.501 -0.015
N -1.202 -1.111 1.933 0.042
C -1.064 0.301 1.745 -0.182
N 0.153 0.791 2.054 0.098
H 3.779 -1.286 1.913 0.101
H 3.760 0.571 1.448 0.041
H 2.699 -0.573 0.839 0.079
H 2.588 -0.952 3.665 0.127
H 2.544 0.596 3.485 0.105
H 0.246 -2.581 2.926 0.126
H -1.717 -1.794 1.433 0.095
H -1.734 1.122 1.452 0.116
C 0.237 2.600 -1.990 -0.050
C -0.535 1.315 -2.142 -0.301
C -1.736 1.180 -2.790 -0.031
C -2.656 0.062 -2.551 0.009
C -2.076 -1.099 -2.075 -0.418
O -2.705 -2.214 -2.136 0.041
C -0.653 -1.067 -1.550 -0.006
C 0.029 0.162 -1.541 -0.082
H -0.368 3.469 -1.945 0.074
H 1.129 2.364 -2.512 0.077
H 0.641 2.816 -1.047 0.056
H -2.117 1.900 -3.511 0.106
H -3.624 0.064 -2.951 0.090
H -3.222 -2.328 -1.287 0.153
H -0.085 -2.080 -1.285 0.143
H 1.102 0.214 -1.121 0.131
```

LUMO level in eV: 0.404
Highest occupied orbital energy in eV: -8.409
Structure (SMILES): CCc1c[nH]cn1.Cc1ccc(O)cc1

We find a to be the most stable, with the next structure 25.4 kJ/mol higher.